[1]
A structure of composition C2H4NO2 in a non-equilibrium geometry, computed with ωB97M-V/def2-TZVPD.

Calculated values
Multiplicity: 3
DFT total energy (Eh): -283.6208
⟨S²⟩: 2.01
Energy above the lowest of the compared OMol25 structures with the same formula, charge and spin (eV): 2.811
Charge: -1

Geometry as XYZ:
```
9
C2H4NO2 ωB97M-V/def2-TZVPD
C -0.1161 -0.6497 -0.1346
C -0.6857 0.7104 0.0478
N 1.3104 -0.2340 -0.3882
O 2.2829 -0.7272 0.2760
O 0.6601 1.2944 0.0804
H -0.2536 -1.2992 0.7575
H -0.6430 -1.0763 -0.9995
H -1.4316 1.1804 -0.7685
H -1.1234 0.8012 1.1292
```

Atomic partial charges in e from the Löwdin method, atoms 1 to 2: atom 1 (C): -0.248, atom 2 (C): -0.351

[2]
An isolated molecule of C2H4NO2 in a non-equilibrium geometry, computed with ωB97M-V/def2-TZVPD.

Calculated values
Multiplicity: 2
DFT total energy (Eh): -283.7445
⟨S²⟩: 0.76
Energy above the lowest of the compared OMol25 structures with the same formula, charge and spin (eV): 1.206

Geometry as XYZ:
```
9
C2H4NO2 ωB97M-V/def2-TZVPD
O -2.4494 0.7040 -0.0835
C -1.3129 0.3429 -0.4230
N -0.2270 0.3775 0.3483
C 1.1185 -0.3763 0.1843
O 2.0829 0.0002 0.9686
H -1.2136 -0.1501 -1.3837
H -0.3540 0.4521 1.3023
H 0.9411 -1.4182 -0.0374
H 1.4144 0.0680 -0.8760
```

Atomic partial charges in e from the Löwdin method, atoms 1 to 2: atom 1 (O): -0.004, atom 2 (C): -0.374

[3]
The ion C2H4NO2 with charge +1 in a non-equilibrium geometry, computed with ωB97M-V/def2-TZVPD.

Calculated values
DFT total energy (Eh): -283.3490
SMILES: C[C@@H]1O[N+]1=O
Energy above the lowest of the compared OMol25 structures with the same formula, charge and spin (eV): 5.637
Charge: +1

Geometry as XYZ:
```
9
C2H4NO2 ωB97M-V/def2-TZVPD
C -1.0163 0.1682 0.3464
C 0.1380 -0.2310 -0.5044
O 1.1564 -1.1411 0.1455
N 1.4270 0.0786 -0.1086
O 2.2764 0.8217 0.1279
H -0.8161 0.9098 1.1772
H -1.5402 -0.8001 0.6501
H -1.5834 0.6154 -0.3479
H -0.0418 -0.4215 -1.4863
```

Atomic partial charges in e from the Löwdin method, atoms 1 to 2: atom 1 (C): 0.052, atom 2 (C): -0.055

[4]
A structure of composition C2H4NO2 in a non-equilibrium geometry, computed with ωB97M-V/def2-TZVPD.

Calculated values
DFT total energy (Eh): -283.3828
Energy above the lowest of the compared OMol25 structures with the same formula, charge and spin (eV): 4.717
Charge: +1

Geometry as XYZ:
```
9
C2H4NO2 ωB97M-V/def2-TZVPD
C -0.6469 0.2528 0.3760
C -0.2514 -0.9218 -0.3408
N 2.0521 0.2868 0.0744
O -0.4043 1.3390 -0.2368
O 1.5589 -0.7094 0.0246
H -0.5761 2.2349 0.0865
H -1.2910 0.3477 1.2695
H -0.2734 -1.9065 0.1191
H -0.1680 -0.9236 -1.3725
```

Atomic partial charges in e from the Löwdin method, atoms 1 to 2: atom 1 (C): -0.152, atom 2 (C): 0.074

[5]
The ion C2H4NO2 with charge +1 in a non-equilibrium geometry, computed with ωB97M-V/def2-TZVPD.

Calculated values
DFT total energy (Eh): -283.4889
SMILES: [NH3+][C@H]1OC1=O
Energy above the lowest of the compared OMol25 structures with the same formula, charge and spin (eV): 1.832
Charge: +1

Geometry as XYZ:
```
9
C2H4NO2 ωB97M-V/def2-TZVPD
N -0.9861 -0.2227 0.2620
C 0.1683 0.3159 -0.5005
O 1.0433 1.1919 0.2332
C 1.5224 -0.0877 -0.1426
O 2.3413 -0.8696 0.0460
H -1.7495 0.1850 -0.1945
H -1.0017 0.0569 1.3255
H -1.1783 -1.2227 0.3774
H -0.1597 0.6531 -1.4066
```

Atomic partial charges in e from the Löwdin method, atoms 1 to 2: atom 1 (N): 0.276, atom 2 (C): -0.132

[6]
A cluster of 2 separate species, C2H4NO2 in total in a non-equilibrium geometry, computed with ωB97M-V/def2-TZVPD.

Calculated values
DFT total energy (Eh): -283.4308
Energy above the lowest of the compared OMol25 structures with the same formula, charge and spin (eV): 3.411
Charge: +1

Geometry as XYZ:
```
9
C2H4NO2 ωB97M-V/def2-TZVPD
C -2.4178 0.1428 0.0058
C 0.5306 -0.9585 -0.0831
N 1.4139 0.1914 -0.1276
O -3.5037 -0.1416 0.0160
O -1.2998 0.3601 0.1230
H 0.4881 -1.1999 0.9239
H 2.1526 -0.0416 -0.7751
H 1.7132 0.7764 0.8039
H 0.9231 0.8708 -0.8869
```

Atomic partial charges in e from the Löwdin method, atoms 1 to 2: atom 1 (C): -0.382, atom 2 (C): 0.214